Here is C5H9N in the gas phase from the Open Molecules 2025 dataset. Energies are from ωB97M-V with the def2-TZVPD basis set.

Each line ends with the Mulliken charge.
Atoms and positions in Å:
C: -1.356 2.013 0.057  -0.627
C: -0.585 1.173 0.738  -0.617
C: 0.300 0.176 0.076  0.677
C: 1.249 0.477 -0.862  -0.968
N: -0.177 -1.094 0.283  -0.268
C: 0.529 -2.293 -0.156  -0.794
H: -1.067 2.356 -0.929  0.327
H: -2.192 2.449 0.586  0.253
H: -0.772 1.058 1.805  0.342
H: 1.207 0.192 -1.901  0.293
H: 1.721 1.435 -0.646  0.287
H: -0.919 -1.135 0.960  0.237
H: -0.150 -3.002 -0.614  0.270
H: 1.062 -2.704 0.706  0.281
H: 1.299 -1.919 -0.820  0.308

Calculated values
largest force on an atom: 1.9 eV Å⁻¹
lowest unoccupied orbital energy: 0.03835 Eh
structure (SMILES): C=CC(=C)NC
highest occupied orbital energy: -7.38 eV
calculated total energy: -6818.4735 eV

Here is a molecular structure, C4H6BrN from the Open Molecules 2025 dataset. Energies are from ωB97M-V with the def2-TZVPD basis set.

Each line ends with the Mulliken charge.
Atoms and positions in Å:
C: -1.758 1.559 -0.358  -0.440
C: -1.047 0.549 -0.698  -0.201
C: -0.381 -0.632 -0.292  0.825
C: 1.097 -0.754 -0.266  -1.190
N: -1.231 -1.514 0.044  -0.598
Br: -0.150 1.016 -3.082  -0.335
H: -2.208 2.436 -0.809  0.297
H: -1.995 1.791 0.703  0.237
H: 1.393 -1.715 -0.106  0.418
H: 1.344 -0.181 0.553  0.323
H: 1.518 -0.367 -1.093  0.410
H: -0.883 -2.415 0.324  0.253

Calculated values
largest force on an atom: 3.8 eV Å⁻¹
lowest unoccupied orbital energy (alpha / beta): -0.05915 / -0.05917 Eh
highest occupied orbital energy (alpha / beta): -9.57 / -9.57 eV
calculated total energy: -75774.4736 eV

Here is C12H16O in the gas phase from the Open Molecules 2025 dataset. Energies are from ωB97M-V with the def2-TZVPD basis set.

Each line ends with the Mulliken charge.
Atoms and positions in Å:
C: -1.265 0.658 1.915  -0.628
C: -0.019 0.173 1.956  -0.538
C: 2.983 -0.028 1.166  -1.073
C: 0.629 -0.067 -2.738  -1.005
C: 1.918 -0.698 0.699  -0.422
C: 0.940 0.733 -1.732  -0.151
C: -1.903 -1.126 0.363  -1.197
C: -0.394 -1.492 0.117  -0.725
C: -1.439 1.172 -0.498  -1.401
C: -1.981 0.395 0.688  0.531
C: 0.535 -0.508 0.840  0.268
C: 0.071 1.179 -0.619  0.907
O: 0.637 2.190 0.158  -0.534
H: -1.805 1.337 2.607  0.381
H: 0.586 0.378 2.741  0.604
H: 3.872 -0.216 0.657  0.340
H: 2.854 0.912 1.719  0.339
H: 1.375 -0.079 -3.523  0.318
H: -0.366 -0.332 -2.936  0.295
H: 2.006 -1.572 0.210  0.459
H: 2.045 0.851 -1.547  0.226
H: -2.467 -1.284 -0.522  0.452
H: -2.299 -1.600 1.273  0.367
H: -0.215 -2.498 0.438  0.591
H: -0.184 -1.473 -1.011  0.051
H: -1.953 0.760 -1.325  0.369
H: -1.783 2.199 -0.395  0.413
H: -3.095 0.688 0.858  0.420
H: 1.396 1.808 0.682  0.344

Calculated values
largest force on an atom: 3.9 eV Å⁻¹
lowest unoccupied orbital energy (alpha / beta): -0.00092 / -0.00089 Eh
highest occupied orbital energy (alpha / beta): -7.19 / -7.19 eV
calculated total energy: -14746.3467 eV

Here is a molecular structure, C48H58N3O3P3SW from the Open Molecules 2025 dataset. Energies are from ωB97M-V with the def2-TZVPD basis set.

Each line ends with the Mulliken charge.
Atoms and positions in Å:
W: 0.284 1.032 0.720  3.086
C: 0.147 -0.595 5.375  -1.392
C: 0.062 0.470 4.278  1.506
C: -0.547 1.767 4.807  -1.705
P: -0.728 -0.184 2.740  0.318
C: -2.566 -0.213 2.781  1.503
C: -3.227 -1.164 3.785  -1.500
C: -3.137 1.205 2.962  -1.727
C: -0.006 -1.788 2.413  0.726
C: -0.499 -2.986 3.000  -0.990
C: -0.178 -4.269 2.717  -2.051
C: 0.918 -3.756 0.473  -0.670
C: 1.750 -2.575 0.880  -1.544
C: 1.184 -1.613 1.644  -0.832
N: 1.635 -0.243 1.519  1.730
C: 2.996 0.009 1.813  -0.318
C: 3.687 -0.781 2.733  0.023
C: 5.028 -0.547 2.973  -1.034
C: 5.707 0.463 2.299  -1.038
C: 5.021 1.259 1.401  -0.759
C: 3.659 1.056 1.168  0.344
P: 2.653 1.990 0.014  -0.892
C: 3.389 1.736 -1.662  0.776
C: 2.338 1.793 -2.767  -1.160
C: 4.585 2.638 -1.975  -1.586
C: 2.627 3.773 0.500  1.083
C: 1.871 4.611 -0.537  -1.232
C: 3.981 4.388 0.853  -1.501
H: 0.708 -0.181 6.214  0.475
H: 0.659 -1.497 5.044  0.306
H: -0.838 -0.873 5.750  0.256
H: 1.079 0.679 3.928  -0.003
H: -1.504 1.583 5.294  0.359
H: -0.681 2.521 4.034  0.265
H: 0.124 2.179 5.561  0.492
H: -2.805 -0.555 1.770  -0.102
H: -2.880 -0.992 4.804  0.236
H: -3.091 -2.211 3.531  0.421
H: -4.300 -0.967 3.776  0.457
H: -3.257 1.437 4.018  0.471
H: -4.127 1.240 2.505  0.489
H: -2.530 1.985 2.508  0.186
H: -1.215 -2.852 3.799  0.869
H: -0.631 -5.036 3.334  0.481
H: 1.459 -4.290 -0.315  0.729
H: 2.706 -2.401 0.405  0.997
H: 3.174 -1.581 3.251  0.565
H: 5.553 -1.162 3.692  0.478
H: 6.757 0.634 2.486  0.467
H: 5.547 2.052 0.890  0.396
H: 3.764 0.711 -1.590  0.494
H: 1.874 2.777 -2.835  0.393
H: 1.551 1.055 -2.617  -0.393
H: 2.820 1.579 -3.722  0.729
H: 4.290 3.679 -2.092  0.335
H: 5.012 2.313 -2.925  0.492
H: 5.373 2.578 -1.227  0.318
H: 2.034 3.751 1.416  0.383
H: 2.435 4.710 -1.464  0.239
H: 1.723 5.614 -0.137  0.502
H: 0.894 4.193 -0.776  -0.006
H: 4.667 4.422 0.009  0.264
H: 4.460 3.871 1.682  0.406
H: 3.808 5.418 1.171  0.486
N: -1.634 -1.351 -1.737  0.302
P: -0.134 -1.561 -0.915  1.327
C: -0.364 -3.223 -0.157  0.665
C: 0.727 -4.762 1.632  0.523
C: 0.294 -6.120 1.158  -0.979
C: -0.796 -6.336 0.394  -0.650
C: -1.673 -5.362 -0.158  -0.496
C: -1.470 -3.991 -0.400  -1.001
C: 1.042 -2.045 -2.215  0.615
C: 0.664 -2.902 -3.244  -0.771
C: 1.592 -3.275 -4.202  -0.893
C: 2.900 -2.807 -4.130  -0.772
C: 3.281 -1.962 -3.098  -0.949
C: 2.347 -1.583 -2.144  -0.283
C: -1.772 -0.241 -2.557  -1.014
C: -3.119 0.420 -2.459  -0.521
C: -2.869 2.376 -3.373  0.097
C: -1.517 2.351 -4.011  -1.443
C: -0.676 1.318 -3.973  -0.700
N: -0.746 0.149 -3.203  0.137
H: -2.452 -1.567 -1.187  0.441
H: 1.719 -4.883 2.087  0.549
H: 0.867 -6.972 1.500  0.529
H: -1.071 -7.367 0.203  0.456
H: -2.610 -5.752 -0.536  0.474
H: -2.296 -3.530 -0.929  0.379
H: -0.356 -3.262 -3.304  0.492
H: 1.298 -3.933 -5.008  0.471
H: 3.621 -3.104 -4.879  0.447
H: 4.301 -1.604 -3.037  0.523
H: 2.633 -0.928 -1.328  0.123
H: -3.838 -0.196 -1.921  0.657
H: -3.392 3.313 -3.539  0.689
H: -1.259 3.192 -4.642  0.489
H: 0.232 1.371 -4.560  0.660
C: -7.427 1.765 -3.118  -1.830
C: -5.939 1.704 -2.920  1.239
C: -5.454 2.271 -1.651  -0.712
C: -4.206 2.348 -1.189  -1.731
C: -2.964 1.858 -1.900  2.514
C: -3.640 1.070 -3.768  0.013
C: -5.132 1.178 -3.844  -1.528
S: -1.705 2.310 -0.675  -0.383
O: 0.304 2.377 1.735  -1.215
O: -1.783 1.104 0.338  -1.095
O: -0.225 2.008 -1.071  0.054
H: -7.947 1.232 -2.320  0.387
H: -7.721 1.329 -4.070  0.384
H: -7.775 2.800 -3.093  0.387
H: -6.224 2.687 -1.010  0.441
H: -4.066 2.828 -0.223  0.413
H: -3.242 0.615 -4.671  0.688
H: -5.581 0.788 -4.750  0.302

Calculated values
largest force on an atom: 1.1 eV Å⁻¹
lowest unoccupied orbital energy (alpha / beta): -0.26091 / -0.26104 Eh
total charge: +2
highest occupied orbital energy (alpha / beta): -11.62 / -11.62 eV
calculated total energy: -101841.3062 eV

Here is 11 unconnected molecules or ions with the total composition C21H64N4O11 from the Open Molecules 2025 dataset. Energies are from ωB97M-V with the def2-TZVPD basis set.

Each line ends with the Mulliken charge.
Atoms and positions in Å:
N: 3.774 2.567 -0.228  -0.213
C: 3.610 3.251 -1.284  0.377
N: 3.218 4.451 -0.946  -0.454
O: 3.636 2.760 -2.557  -0.809
H: 4.051 1.599 -0.505  0.243
H: 3.631 2.905 0.785  0.256
H: 2.994 5.140 -1.676  0.215
H: 3.587 4.936 -0.124  0.348
N: 1.411 4.201 1.012  -0.215
C: 1.759 3.583 2.140  0.661
N: 0.749 3.427 2.944  -0.269
O: 3.073 3.076 2.341  -0.804
H: 2.037 4.103 0.158  -0.102
H: 0.411 4.337 0.842  0.319
H: 0.885 2.854 3.736  0.279
H: -0.226 3.787 2.823  0.226
C: -2.431 -2.307 -0.322  -1.281
C: -3.888 -2.790 -0.297  0.185
C: -4.341 -3.293 1.062  -1.415
O: -4.731 -1.950 -0.641  -0.540
H: -1.709 -2.971 0.090  0.002
H: -2.244 -1.381 0.121  0.419
H: -2.234 -2.174 -1.330  0.922
H: -3.988 -3.691 -0.883  0.307
H: -5.339 -3.710 0.916  0.432
H: -4.279 -2.395 1.715  0.218
H: -3.770 -4.123 1.452  0.262
H: -4.483 -1.694 -1.548  0.409
C: -0.628 -3.793 -4.979  -1.493
C: -0.780 -4.187 -3.452  0.530
C: -0.010 -3.309 -2.502  -1.129
O: -1.947 -4.378 -3.030  -0.519
H: -1.321 -4.359 -5.591  0.384
H: 0.374 -3.909 -5.293  0.463
H: -0.675 -2.726 -5.250  0.273
H: -0.259 -5.136 -3.392  0.320
H: 1.067 -3.323 -2.579  0.609
H: -0.116 -3.580 -1.438  0.260
H: -0.322 -2.294 -2.586  0.165
H: -2.289 -3.556 -2.730  0.367
C: -0.582 2.700 -1.250  -0.341
C: -0.238 4.032 -1.919  0.289
C: 0.300 3.721 -3.261  -1.179
O: -1.136 4.903 -1.991  -0.558
H: -1.154 2.048 -1.906  0.761
H: -1.014 2.836 -0.250  0.029
H: 0.356 2.162 -1.103  -0.125
H: 0.555 4.483 -1.353  -0.132
H: -0.349 3.148 -3.940  0.352
H: 1.218 3.170 -3.084  0.163
H: 0.631 4.586 -3.795  0.427
H: -1.851 4.677 -2.542  0.372
C: 1.348 0.053 -2.556  0.299
C: 1.896 0.145 -3.990  0.120
C: 0.905 -0.497 -4.942  -1.136
O: 2.108 1.308 -4.381  -0.544
H: 0.289 0.344 -2.611  -0.039
H: 1.865 0.746 -1.853  -0.625
H: 1.471 -0.942 -2.165  0.219
H: 2.738 -0.457 -3.966  0.326
H: 0.682 -1.364 -4.453  -0.212
H: 1.267 -0.630 -5.972  0.422
H: 0.008 0.109 -5.076  0.379
H: 2.664 1.791 -3.774  0.476
C: 1.668 0.026 2.494  -1.238
C: 1.038 0.249 1.153  2.526
C: 0.741 -1.048 0.403  -1.510
O: 0.049 0.962 1.075  0.337
H: 2.730 -0.346 2.467  0.371
H: 1.117 -0.694 3.164  0.089
H: 1.697 0.982 2.990  0.241
H: 1.768 0.846 0.601  -1.131
H: 0.139 -1.720 0.915  0.114
H: 1.686 -1.576 0.183  0.522
H: 0.152 -0.884 -0.454  0.126
H: 0.211 1.768 1.599  -0.233
C: 0.127 -4.699 2.478  -0.550
O: -1.236 -4.607 2.523  -0.461
H: 0.525 -4.404 1.483  0.128
H: 0.473 -5.707 2.670  0.349
H: 0.567 -4.098 3.228  0.238
H: -1.606 -5.162 1.823  0.276
C: -2.238 1.885 3.302  -0.706
O: -1.138 1.238 3.964  -0.469
H: -2.399 2.759 3.843  0.316
H: -3.048 1.203 3.353  0.351
H: -2.024 2.099 2.250  0.175
H: -0.914 0.336 3.652  0.129
C: -1.985 -1.427 2.787  -0.481
O: -1.071 -1.643 3.842  -0.604
H: -1.675 -0.639 2.106  0.199
H: -2.993 -1.219 3.212  0.288
H: -2.104 -2.368 2.246  0.262
H: -1.349 -2.412 4.305  0.398
C: 1.614 0.881 5.858  -0.495
O: 1.313 2.183 5.394  -0.458
H: 2.670 0.790 6.156  0.232
H: 1.289 0.106 5.162  0.046
H: 1.038 0.704 6.784  0.396
H: 0.931 2.617 6.147  0.280

Calculated values
largest force on an atom: 12.4 eV Å⁻¹
lowest unoccupied orbital energy: 0.01272 Eh
structure (SMILES): NC(N)=O.NC(N)=O.CC(C)O.CC(C)O.CC(C)O.CC(C)O.CC(C)O.CO.CO.CO.CO
highest occupied orbital energy: -8.86 eV
calculated total energy: -51290.1723 eV

Here is 2 unconnected molecules or ions with the total composition C3H11N3O from the Open Molecules 2025 dataset. Energies are from ωB97M-V with the def2-TZVPD basis set.

Each line ends with the Mulliken charge.
Atoms and positions in Å:
H: 2.096 1.514 -1.677  0.201
N: 1.404 0.818 -1.250  -0.663
C: 0.287 1.435 -0.832  0.400
N: -0.016 2.683 -1.421  -0.466
N: -0.541 0.856 0.057  -0.356
C: -1.737 0.175 -0.540  -0.368
C: -2.897 0.084 0.461  -0.929
H: -0.556 3.233 -0.851  0.228
H: 0.931 3.073 -1.548  0.238
H: -0.878 1.100 0.938  0.259
H: -1.778 0.810 -1.408  0.311
H: -1.277 -0.780 -0.915  0.260
H: -3.005 1.059 1.076  0.358
H: -3.966 0.117 -0.201  0.279
H: -2.793 -0.900 1.048  0.247
O: 3.142 -5.082 2.710  -0.636
H: 3.495 -4.727 3.518  0.319
H: 2.746 -4.503 2.109  0.317

Calculated values
largest force on an atom: 5.4 eV Å⁻¹
lowest unoccupied orbital energy: 0.02732 Eh
structure (SMILES): [H]/N=C(\N)NCC.O
highest occupied orbital energy: -8.77 eV
calculated total energy: -9804.6264 eV